Entry one
Formula: C3H12N2O
Source: the Open Molecules 2025 dataset
Level of theory: ωB97M-V/def2-TZVPD

Results
SMILES = C=C.NCO.N
Highest occupied orbital energy = -9.0 eV
Frontier orbital gap = 0.3611 Ha

Atoms and positions in Å:
C -2.329 -0.066 -0.066
C -3.236 -1.008 0.175
N 1.159 -2.211 0.464
H -1.600 0.184 0.700
H 1.106 3.367 -0.658
H -2.181 0.401 -1.036
H -3.108 -1.581 1.084
H -4.043 -1.195 -0.520
H 0.322 -2.651 0.814
H 1.712 -2.902 -0.026
H 1.000 -1.471 -0.202
N 2.191 1.182 0.498
C 1.159 1.432 -0.442
O 1.382 2.602 -1.168
H 3.141 1.266 0.163
H 2.113 0.563 1.283
H 1.005 0.610 -1.152
H 0.207 1.477 0.089


Entry two
Formula: C3H12N2O
Source: the Open Molecules 2025 dataset
Level of theory: ωB97M-V/def2-TZVPD

Results
SMILES = C[C@@H](N)CN.O
Highest occupied orbital energy = -9.1 eV
Frontier orbital gap = 0.3568 Ha

Atoms and positions in Å:
N 0.281 2.092 0.237
C 0.265 0.621 -0.169
C 0.163 -0.278 1.109
C 1.684 0.361 -0.832
N 1.983 -1.122 -1.209
H 0.566 2.089 1.199
H -0.674 2.454 0.153
H -0.591 0.380 -0.900
H 0.398 -1.283 0.780
H -0.844 -0.256 1.671
H 0.981 0.058 1.812
H 1.830 0.827 -1.811
H 2.579 0.571 -0.114
H 1.847 -1.725 -0.425
H 1.327 -1.412 -1.988
H -3.894 -0.443 0.800
H -2.891 -1.421 -0.026
O -3.644 -1.356 0.626


Last place for stability: entry one


Entry one
Formula: C3H12N2O
Source: the Open Molecules 2025 dataset
Level of theory: ωB97M-V/def2-TZVPD

Results
SMILES = NCCCN.O
Highest occupied orbital energy = -8.7 eV
Frontier orbital gap = 0.3520 Ha

Atoms and positions in Å:
C 0.352 -1.837 -0.974
C 0.290 -0.319 -0.649
C -0.469 0.573 -1.620
N -0.486 1.912 -1.036
N -0.117 -2.570 0.156
H -0.237 -2.010 -1.880
H 1.387 -2.035 -1.270
H -0.124 -0.138 0.343
H 1.307 0.082 -0.584
H -1.465 0.179 -1.798
H 0.098 0.589 -2.562
H 0.377 2.428 -1.189
H -1.280 2.464 -1.286
H 0.000 -3.561 0.207
H -0.215 -2.181 1.073
H 0.317 2.263 3.542
H 0.400 1.897 5.114
O -0.136 2.263 4.414


Entry two
Formula: C3H12N2O
Source: the Open Molecules 2025 dataset
Level of theory: ωB97M-V/def2-TZVPD

Results
SMILES = CCO.NCN
Highest occupied orbital energy = -9.2 eV
Frontier orbital gap = 0.3769 Ha

Atoms and positions in Å:
C 0.629 4.120 -1.119
O 1.318 2.924 -0.792
C 1.523 5.426 -1.085
H -0.219 4.272 -0.397
H 0.281 3.933 -2.194
H 1.705 3.029 0.073
H 2.356 5.303 -0.387
H 1.043 6.428 -1.030
H 2.196 5.476 -2.035
N -0.552 -3.577 1.494
C -1.046 -4.428 0.431
N -1.849 -5.579 0.760
H -1.222 -3.007 1.804
H -0.328 -4.210 2.338
H -0.211 -4.756 -0.309
H -1.742 -3.864 -0.290
H -2.494 -5.199 1.384
H -1.390 -6.292 1.353


Entry three
Formula: C3H12N2O
Source: the Open Molecules 2025 dataset
Level of theory: ωB97M-V/def2-TZVPD

Results
SMILES = CNC.NCO
Highest occupied orbital energy = -9.0 eV
Frontier orbital gap = 0.3580 Ha

Atoms and positions in Å:
N -1.833 -1.733 -0.212
C -2.056 -0.414 0.385
O -1.267 -0.155 1.510
H -0.892 -1.788 -0.639
H -1.941 -2.466 0.520
H -1.841 0.398 -0.359
H -3.144 -0.313 0.625
C 1.963 -0.420 0.104
N 1.042 0.789 0.353
C 0.652 1.522 -0.883
H 1.928 -1.018 1.035
H 1.457 -0.992 -0.695
H 3.000 -0.096 -0.168
H 1.542 1.467 0.909
H -0.316 0.122 1.160
H 0.262 0.776 -1.583
H 1.501 1.992 -1.390
H -0.057 2.329 -0.672


Last place for stability: entry two


Entry one
Formula: C3H12N2O
Source: the Open Molecules 2025 dataset
Level of theory: ωB97M-V/def2-TZVPD

Results
SMILES = NCCCN.O
Highest occupied orbital energy = -9.1 eV
Frontier orbital gap = 0.3563 Ha

Atoms and positions in Å:
N -0.078 -2.420 1.114
C 0.634 -1.298 0.446
C -0.267 -0.411 -0.392
C 0.571 0.426 -1.406
N -0.355 1.130 -2.312
H -0.398 -3.038 0.384
H -0.862 -2.049 1.636
H 1.317 -1.840 -0.195
H 1.204 -0.684 1.146
H -0.936 -1.004 -1.006
H -0.832 0.246 0.264
H 1.214 -0.249 -1.971
H 1.160 1.125 -0.824
H -0.929 1.771 -1.760
H 0.189 1.862 -2.775
H -0.284 1.570 2.882
H -1.240 2.275 2.095
O -0.287 2.095 2.066


Entry two
Formula: C3H12N2O
Source: the Open Molecules 2025 dataset
Level of theory: ωB97M-V/def2-TZVPD

Results
SMILES = NCCCN.O
Highest occupied orbital energy = -9.3 eV
Frontier orbital gap = 0.3680 Ha

Atoms and positions in Å:
C 0.450 -0.912 0.161
C 0.158 -0.444 -1.266
C -0.725 0.815 -1.418
N -0.524 1.856 -0.434
N 1.281 -2.184 0.118
H 1.017 -0.220 0.776
H -0.481 -1.322 0.557
H 1.160 -0.286 -1.710
H -0.088 -1.354 -1.825
H -1.745 0.437 -1.398
H -0.469 1.199 -2.401
H 0.051 2.586 -0.811
H -0.183 1.545 0.456
H 1.636 -2.293 1.053
H 2.088 -2.043 -0.482
H -0.609 1.430 2.993
H -1.544 0.210 2.548
O -1.472 0.980 3.083


Last place for stability: entry two


Entry one
Formula: C4H4GaLiO2
Source: the Open Molecules 2025 dataset
Level of theory: ωB97M-V/def2-TZVPD

Results
Highest occupied orbital energy (alpha / beta) = -14.0 / -14.4 eV
Total charge = +2
Frontier orbital gap (alpha / beta) = 0.0780 / 0.1058 Ha

Atoms and positions in Å:
O 0.294 -1.462 -1.034
C 1.200 -0.542 -0.614
C 2.480 -0.614 -0.994
H 2.833 -1.479 -1.555
H 3.184 0.168 -0.719
H -0.619 -1.246 -0.737
C 0.659 0.608 0.180
C -0.613 0.861 0.367
O -1.786 0.932 0.408
Li -3.431 0.986 1.480
H 1.349 1.273 0.705
Ga -5.548 0.515 2.513


Entry two
Formula: C4H4GaLiO2
Source: the Open Molecules 2025 dataset
Level of theory: ωB97M-V/def2-TZVPD

Results
Highest occupied orbital energy (alpha / beta) = -17.6 / -17.6 eV
Total charge = +2
Frontier orbital gap (alpha / beta) = 0.3228 / 0.1869 Ha

Atoms and positions in Å:
H 2.773 -1.859 1.837
C -1.019 1.122 -0.014
C 0.113 1.531 -0.894
C 0.273 0.262 -0.138
C 0.712 -0.892 0.167
O 0.688 -2.086 0.368
O -2.161 0.657 -0.522
H -1.074 1.618 0.964
H 0.745 2.364 -0.577
H -0.042 1.433 -1.972
Ga -2.770 -0.865 -0.617
Li 1.763 -3.286 1.398


Last place for stability: entry two